(1)
Below is 6 unconnected molecules or ions with the total composition C27H56Br2ClIN2O7 at a distorted geometry, with properties calculated with ωB97M-V/def2-TZVPD.

Cartesian coordinates (Å):
C -2.63542 -1.59038 0.28670
C -1.70210 -0.21350 0.23531
C -0.61502 -0.25042 -0.99909
N -0.67393 -1.58468 -1.74509
C 0.60677 -1.79760 -2.55718
I 0.96010 -0.24112 -4.09223
N 1.91816 -2.00213 -1.77527
C 2.05973 -3.45618 -1.28103
O 2.86034 -3.72076 -0.24303
C 1.13248 -4.49439 -2.20739
C 0.24115 -5.59216 -1.37858
Br 0.25744 -5.66522 0.65956
C -0.60091 -6.61644 -2.11830
C -0.65732 -6.64507 -3.75853
Br -1.68849 -8.02735 -1.12850
C 0.40083 -3.35330 -3.12949
C 1.04751 -3.66233 -4.62407
C 0.02649 -3.32853 -5.87337
O -1.29489 -3.18874 -5.71493
Cl 0.84839 -3.20585 -7.57137
H -1.94551 -2.50778 0.59754
H -3.49936 -1.40224 1.07002
H -3.12856 -1.74456 -0.76934
H -2.46280 0.68023 0.12143
H -1.09599 -0.08301 1.23350
H 0.46443 -0.09604 -0.54538
H -0.89615 0.58484 -1.77738
H -1.50848 -1.49066 -2.38620
H 2.58732 -1.97068 -2.60233
H 1.98299 -5.17067 -2.67820
H -1.00982 -5.55718 -4.09593
H -1.48953 -7.38725 -4.18231
H 0.37137 -6.83380 -4.28607
H -0.78097 -3.41533 -3.13646
H 1.30416 -4.82415 -4.72176
H 2.07293 -3.07659 -4.67734
C -1.79185 5.13806 0.63420
C -2.70774 4.00790 1.07638
C -2.93716 4.03614 2.57903
O -2.12699 2.75883 0.71066
H -0.80755 5.05296 1.10812
H -1.62584 5.09783 -0.44771
H -2.21835 6.11372 0.88724
H -3.66834 4.08761 0.55584
H -1.99347 3.91196 3.12199
H -3.58808 3.20989 2.88450
H -3.39796 4.97878 2.89040
H -1.27354 2.67941 1.16822
C 1.19754 7.60907 4.74959
C 1.03232 6.17513 4.27197
C 2.36362 5.57489 3.84923
O 0.12958 6.14563 3.16950
H 1.59399 8.24512 3.95025
H 0.22958 8.03218 5.03894
H 1.87450 7.66372 5.60784
H 0.59276 5.56916 5.07176
H 2.80148 6.13877 3.01792
H 2.22753 4.54698 3.49627
H 3.07557 5.56856 4.68047
H 0.51170 6.68118 2.45451
C 6.37460 -5.45556 -4.51510
C 5.13362 -5.05500 -5.29685
C 5.49492 -4.51276 -6.67046
O 4.41804 -4.05993 -4.56952
H 7.03164 -4.59351 -4.35428
H 6.10001 -5.83243 -3.52401
H 6.93903 -6.23180 -5.04116
H 4.47162 -5.92103 -5.40548
H 6.12077 -3.61723 -6.58614
H 4.59289 -4.21704 -7.21688
H 6.03301 -5.26070 -7.26115
H 4.99819 -3.28714 -4.46822
C 1.16808 5.86372 8.33467
C 2.43679 5.27473 7.73879
C 3.31398 4.64865 8.81114
O 3.16627 6.30160 7.07199
H 1.40413 6.65509 9.05488
H 0.55244 6.32162 7.55300
H 0.57629 5.09511 8.84152
H 2.17533 4.51927 6.98980
H 3.62619 5.39692 9.54830
H 4.22911 4.23984 8.36943
H 2.78654 3.84364 9.33232
H 3.40263 6.97688 7.72938
C -6.79450 -3.22773 -1.49219
C -6.18692 -1.85581 -1.24660
C -7.18223 -0.74683 -1.54812
O -5.03591 -1.69454 -2.07145
H -7.09135 -3.34285 -2.54067
H -6.06294 -4.01558 -1.28288
H -7.67355 -3.38896 -0.86041
H -5.85665 -1.78071 -0.20480
H -7.49286 -0.77392 -2.59862
H -6.72730 0.23503 -1.37878
H -8.07293 -0.83368 -0.91806
H -5.31964 -1.75981 -2.99842

Properties
SMILES ... CCCN[C@@]1(I)NC(=O)[C@@H](/C(Br)=C(\C)Br)[C@@H]1CC(=O)Cl.CC(C)O.CC(C)O.CC(C)O.CC(C)O.CC(C)O
Total charge ... 0
Highest occupied orbital energy ... -8.84 eV
Gap between HOMO and LUMO ... 0.320 Eh
Strongest force on any atom ... 0.17969 Eh/bohr

***

(2)
Below is a molecular structure, C27H56Ca2NO8 at a distorted geometry, with properties calculated with ωB97M-V/def2-TZVPD.

Cartesian coordinates (Å):
Ca 3.56435 -0.68900 -1.92889
Ca 2.48509 2.55442 -0.28908
O 0.19525 -0.74142 0.63175
C 0.81661 0.27062 0.17767
O 1.92833 0.03799 -0.49229
O 0.48805 1.46096 0.36362
H -0.59604 -0.42289 1.20408
C -0.44145 6.04330 -0.53308
C 0.79597 6.71602 -1.12178
C 1.81282 5.58457 -1.25767
O 1.34956 4.54616 -0.33428
C 0.17423 5.04427 0.42227
H -1.06933 5.56179 -1.28426
H -1.07395 6.78657 -0.05040
H 1.17954 7.50550 -0.47694
H 0.62264 7.19120 -2.08676
H 2.81878 5.93414 -1.01097
H 1.84238 5.14744 -2.26102
H 0.55095 5.54789 1.31220
H -0.40679 4.15858 0.65952
C 0.09153 -6.09565 2.60674
C 0.70327 -4.73434 2.27285
C -0.53249 -3.84250 2.09785
O -1.61946 -4.50430 2.70749
C -1.18869 -5.70403 3.33302
H 0.77048 -6.72029 3.18171
H -0.20350 -6.61958 1.69566
H 1.38833 -4.83982 1.43214
H 1.30116 -4.36520 3.11016
H -0.79609 -3.68113 1.04169
H -0.37931 -2.85616 2.55464
H -1.94556 -6.48008 3.22815
H -1.04492 -5.56078 4.40923
C -2.58957 3.21693 -2.65542
C -1.68976 2.50754 -1.63484
C -2.16567 1.03232 -1.73084
O -3.07772 0.94445 -2.79149
C -2.88182 2.08408 -3.62614
H -2.10481 4.05933 -3.15162
H -3.49924 3.58438 -2.18270
H -1.86494 2.92794 -0.64691
H -0.63477 2.53649 -1.92079
H -2.58310 0.68237 -0.78479
H -1.30053 0.37052 -1.93229
H -3.74653 2.23086 -4.26434
H -1.98815 1.89444 -4.24371
C 1.47298 0.99375 5.02790
C 1.14852 0.31345 3.70667
C 2.42920 -0.51707 3.47640
O 3.47690 0.25327 4.06033
C 2.93527 1.33149 4.81242
H 1.39016 0.26163 5.83291
H 0.87591 1.86473 5.28868
H 0.89869 0.99655 2.88936
H 0.27431 -0.33287 3.82075
H 2.70131 -0.61900 2.41667
H 2.22657 -1.50144 3.90353
H 3.03527 2.27154 4.23597
H 3.47300 1.55581 5.73389
C -4.33030 -0.41643 1.88201
C -3.94475 0.85997 2.65066
C -2.59419 1.18863 2.05999
O -1.96567 -0.09774 1.92252
C -2.98921 -1.12466 1.74969
H -4.80088 -0.15470 0.93498
H -5.03989 -0.98116 2.48230
H -3.84326 0.64355 3.71620
H -4.67248 1.66620 2.57862
H -1.96213 1.79033 2.71308
H -2.70334 1.70271 1.09761
H -2.84052 -1.87254 2.52720
H -2.85150 -1.59294 0.77310
C 1.88794 -3.38732 -1.06670
C 1.03462 -2.68582 -2.09651
N 1.85989 -1.94264 -3.08863
C 2.35683 -2.88794 -4.11082
C 3.33519 -2.26254 -5.09193
C 1.08440 -0.82116 -3.66554
C -0.12263 -1.19226 -4.52728
H 1.25095 -3.91318 -0.35818
H 2.48684 -2.67682 -0.46803
H 2.57622 -4.14198 -1.45512
H 0.34828 -3.36352 -2.60655
H 0.41397 -1.96694 -1.55975
H 2.74219 -3.80065 -3.65992
H 1.51043 -3.24797 -4.70987
H 4.18854 -1.78391 -4.56489
H 3.70975 -2.99226 -5.80357
H 2.89530 -1.44663 -5.66829
H 1.75198 -0.23082 -4.31198
H 0.69043 -0.16649 -2.88018
H 0.20091 -1.65725 -5.46262
H -0.66902 -0.29641 -4.81289
H -0.78811 -1.92440 -4.07336

Properties
Total charge ... +3
Highest occupied orbital energy ... -15.02 eV
Energy above the lowest of the compared OMol25 structures with the same formula, charge and spin ... 184.0 kJ/mol
Gap between HOMO and LUMO ... 0.127 Eh
Strongest force on any atom ... 0.04848 Eh/bohr

***

Q: Which value of strongest force on any atom does entry 1 give?
A: 0.17969 Eh/bohr